{"formula": "C21H23BiF5N5O8", "method": "ωB97M-V/def2-TZVPD", "e_lumo_ev": 0.00, "de_lowest_kj_mol": 4.4, "species": ["Bi", "O", "C", "O", "C", "C", "C", "C", "C", "N", "C", "O", "O", "H", "H", "H", "N", "C", "C", "C", "C", "N", "C", "N", "N", "C", "O", "O", "H", "H", "H", "H", "H", "H", "H", "H", "H", "H", "H", "H", "H", "H", "F", "C", "C", "F", "C", "F", "C", "O", "C", "F", "C", "F", "C", "C", "O", "H", "H", "H", "H", "H", "H"], "coordinates": [[0.3103, -0.1242, -1.0464], [-2.4274, 2.6033, -2.9380], [-1.8476, 1.8144, -2.2178], [-0.5724, 1.6178, -2.1411], [-2.6935, 0.9525, -1.2793], [-4.0713, 1.0602, -1.1751], [-4.7187, 0.2793, -0.2290], [-3.9835, -0.5547, 0.6090], [-2.6146, -0.6214, 0.4255], [-2.0214, 0.1032, -0.5185], [-1.6650, -1.4561, 1.2748], [-2.0454, -1.7767, 2.4204], [-0.5491, -1.7221, 0.7593], [-4.5977, 1.7408, -1.8290], [-5.7959, 0.3280, -0.1289], [-4.4544, -1.1479, 1.3800], [2.2016, -0.3071, 0.6602], [1.6074, -0.0616, 1.9722], [2.6571, 0.0646, 3.0819], [2.1587, 0.3746, 4.4954], [1.1171, -0.6040, 5.0639], [-0.2495, -0.4164, 4.5897], [-0.9999, 0.6243, 4.9121], [-2.2451, 0.7201, 4.4450], [-0.5586, 1.5273, 5.8087], [0.6139, 1.1108, 1.8127], [0.2299, 1.7401, 2.7927], [0.1980, 1.3436, 0.6135], [2.6915, -1.1909, 0.5967], [2.8051, 0.4447, 0.3392], [0.9823, -0.9291, 2.1882], [3.3848, 0.8303, 2.7993], [3.1915, -0.8901, 3.1087], [1.7631, 1.3877, 4.5020], [3.0238, 0.3365, 5.1622], [1.1091, -0.5206, 6.1536], [1.3990, -1.6284, 4.8225], [-0.6292, -1.0172, 3.8629], [-2.5055, 0.0898, 3.6879], [-2.7367, 1.5903, 4.5384], [0.4375, 1.6378, 5.8913], [-1.0803, 2.3833, 5.8818], [4.7791, -0.2347, -6.8082], [4.1691, -0.0021, -5.6404], [2.8086, -0.1759, -5.5063], [2.0878, -0.6074, -6.5475], [2.1745, 0.0719, -4.3015], [0.8405, -0.1582, -4.2577], [2.8505, 0.4786, -3.1403], [2.3339, 0.7074, -1.9661], [4.2454, 0.6139, -3.3268], [4.9851, 0.9706, -2.2636], [4.8872, 0.3992, -4.5260], [6.2098, 0.5612, -4.6161], [-2.6329, -1.1110, -4.3542], [-2.1637, -2.0824, -3.2879], [-0.7701, -1.9185, -2.9796], [-3.6969, -1.2506, -4.5464], [-2.0920, -1.2830, -5.2882], [-2.4582, -0.0776, -4.0517], [-2.3370, -3.1138, -3.6056], [-2.7092, -1.9237, -2.3554], [-0.3301, -1.6009, -3.7792]], "forces_ev_per_a": [[0.4587, 0.2565, -0.2169], [0.0790, -0.0782, 0.0509], [-0.0731, 0.0540, -0.0637], [-0.1879, -0.2101, -0.0527], [0.0398, 0.0517, 0.0817], [-0.0834, -0.0223, -0.0164], [0.0314, 0.0001, 0.0075], [-0.0505, 0.0487, -0.0157], [0.0310, 0.0022, -0.0621], [-0.2098, -0.0848, 0.0030], [-0.0371, -0.2813, 0.3920], [0.0592, 0.5348, 0.0820], [-0.0188, 0.2124, -0.1564], [0.0338, 0.0245, 0.0125], [0.0161, 0.0144, -0.0062], [0.0451, -0.0175, 0.0136], [-0.1143, -0.2077, 0.1214], [0.0858, 0.1339, -0.0107], [-0.1465, 0.1674, 0.0019], [-0.0571, -0.1819, -0.1035], [0.1795, 0.1756, -0.0383], [-0.2804, 0.1109, 0.0119], [0.2328, -0.2184, 0.0297], [0.0640, -0.3306, -0.2453], [-0.0653, -0.0094, -0.0617], [0.0511, 0.0966, -0.0437], [0.1028, 0.0097, -0.0560], [0.0606, -0.0876, 0.0263], [0.0961, 0.0447, 0.0893], [0.0795, -0.0656, -0.0448], [-0.0787, -0.0608, -0.0509], [0.0054, -0.0139, -0.0022], [0.0798, 0.0193, -0.0263], [0.0757, 0.0556, 0.0152], [-0.0264, 0.0385, 0.0342], [-0.0324, -0.0943, 0.0003], [-0.0597, -0.0235, 0.0316], [-0.0458, -0.2178, -0.0772], [-0.0527, 0.0422, 0.1263], [-0.0156, 0.0046, -0.1277], [-0.0143, 0.0121, 0.0288], [0.0031, 0.0534, 0.0314], [0.0450, -0.0039, -0.0470], [-0.0624, -0.0072, 0.0576], [-0.0052, 0.0168, -0.0087], [-0.0524, 0.0158, -0.0658], [0.2040, -0.0569, 0.1267], [-0.1504, 0.1531, 0.1197], [0.3763, 0.0556, -0.0749], [-0.3996, -0.1914, -0.0425], [-0.1033, 0.0972, 0.1417], [0.0449, 0.0221, 0.0017], [-0.0470, -0.0281, 0.0063], [0.0741, 0.0092, -0.0054], [0.1624, -0.0611, 0.0797], [0.0264, 0.0038, -0.0086], [-0.3333, 0.1005, -0.0565], [-0.0076, 0.0340, -0.0172], [-0.0442, 0.0058, -0.0153], [-0.0568, 0.0100, -0.0179], [-0.0077, -0.0122, 0.0164], [0.0274, -0.0341, 0.0189], [0.0487, -0.0875, 0.0779]]}

{"formula": "C21H23Br55Cl2OP2", "method": "ωB97M-V/def2-TZVPD", "e_lumo_ev": -0.65, "species": ["C", "C", "Cl", "C", "Cl", "P", "P", "O", "Br", "H", "H", "H", "H", "H", "C", "Br", "Br", "Br", "H", "C", "Br", "Br", "Br", "H", "C", "Br", "Br", "Br", "H", "C", "Br", "Br", "Br", "H", "C", "Br", "Br", "Br", "H", "C", "Br", "Br", "Br", "H", "C", "Br", "Br", "Br", "H", "C", "Br", "Br", "Br", "H", "C", "Br", "Br", "Br", "H", "C", "Br", "Br", "Br", "H", "C", "Br", "Br", "Br", "H", "C", "Br", "Br", "Br", "H", "C", "Br", "Br", "Br", "H", "C", "Br", "Br", "Br", "H", "C", "Br", "Br", "Br", "H", "C", "Br", "Br", "Br", "H", "C", "Br", "Br", "Br", "H", "C", "Br", "Br", "Br", "H"], "coordinates": [[-0.9153, 1.2412, -2.2364], [-1.6318, 2.5905, -1.7445], [-2.1808, 2.6854, -0.0057], [-1.8624, 3.6674, -2.6379], [-2.7278, 5.1683, -2.0094], [-1.3139, 3.5266, -4.4389], [0.5435, 4.5999, -4.8029], [0.9927, 5.5753, -3.4811], [2.1698, 2.9826, -4.9389], [-0.4116, 1.3415, -3.2408], [-1.7395, 0.4580, -2.2612], [-0.1598, 0.9764, -1.4342], [-2.3152, 4.2130, -5.1832], [0.7745, 5.1164, -2.6362], [-2.6168, 1.7321, 3.9762], [-2.8582, 0.2423, 2.7600], [-2.9507, 3.4356, 3.1090], [-3.6748, 1.5237, 5.5877], [-1.5721, 1.7288, 4.2801], [-3.3201, 1.8933, 9.4716], [-2.3290, 3.3054, 10.3554], [-3.2512, 0.2335, 10.4705], [-5.1437, 2.4248, 9.0814], [-2.8311, 1.7103, 8.5170], [1.1904, 4.0483, 2.5942], [1.2482, 4.4312, 0.6938], [2.8497, 3.2699, 3.2218], [0.6863, 5.6079, 3.6284], [0.4127, 3.3024, 2.7447], [-2.0703, -2.8330, 0.0023], [-3.7910, -2.0418, 0.4176], [-2.0236, -4.7224, 0.4343], [-1.5495, -2.5027, -1.8345], [-1.3334, -2.3434, 0.6350], [-0.7790, 6.3120, 7.8557], [-2.1842, 7.6072, 8.1772], [-1.3629, 4.8985, 6.6653], [0.8498, 7.1547, 7.2275], [-0.5490, 5.8477, 8.8119], [4.1232, -0.9732, 3.8162], [5.1164, 0.4378, 4.6975], [4.1960, -2.6353, 4.8110], [2.2997, -0.4380, 3.4360], [4.6078, -1.1535, 2.8590], [-6.9689, 2.0821, 3.2670], [-7.2095, 0.5915, 2.0498], [-7.3018, 3.7855, 2.4012], [-8.0275, 1.8740, 4.8772], [-5.9238, 2.0790, 3.5706], [-2.6055, -6.2460, -3.3075], [-4.3770, -5.5124, -3.0301], [-2.6563, -8.1593, -3.6143], [-1.6573, -5.3141, -4.7181], [-2.0464, -6.0856, -2.3879], [-1.2907, -2.4178, -7.4699], [-2.6911, -1.5225, -8.4650], [0.4408, -2.2065, -8.3133], [-1.2620, -1.8665, -5.6128], [-1.5226, -3.4815, -7.4808], [0.4185, -1.1872, 10.6265], [0.8513, 0.6127, 11.1999], [1.5431, -1.7639, 9.1564], [0.4610, -2.4429, 12.1027], [-0.6039, -1.1656, 10.2561], [-2.3914, -6.3407, -8.9959], [-3.7888, -5.0306, -8.7022], [-2.9806, -7.7753, -10.1587], [-0.7581, -5.5162, -9.6379], [-2.1648, -6.7867, -8.0297], [8.3970, -0.4465, 1.8551], [6.6806, -0.2029, 0.9851], [9.2228, 1.2482, 2.3045], [8.2625, -1.6137, 3.3969], [9.0501, -0.9391, 1.1378], [-8.0657, -5.8554, -4.6776], [-7.6291, -4.0479, -4.1290], [-6.9231, -6.4637, -6.1209], [-8.0514, -7.0855, -3.1794], [-9.0821, -5.8345, -5.0629], [-10.4585, 4.2763, -0.1848], [-12.1787, 5.0595, 0.2453], [-10.4023, 2.3861, 0.2374], [-9.9498, 4.6186, -2.0237], [-9.7195, 4.7649, 0.4462], [5.2433, 5.2787, -3.6271], [7.1669, 5.4476, -3.7988], [4.6243, 5.8346, -1.8759], [4.3087, 6.2064, -5.0484], [5.0059, 4.2220, -3.7276], [9.7442, -0.4995, -2.4953], [10.7365, 0.9105, -1.6090], [9.8189, -2.1642, -1.5038], [7.9201, 0.0335, -2.8708], [10.2283, -0.6771, -3.4527], [13.8864, 3.1597, -2.6091], [13.9368, 3.5509, -4.5069], [15.5537, 2.3909, -1.9874], [13.3774, 4.7135, -1.5672], [13.1143, 2.4087, -2.4596], [0.0734, -11.4069, -1.7822], [-1.1136, -11.9863, -3.2007], [1.4523, -10.2142, -2.4406], [-0.9038, -10.6293, -0.2996], [0.5741, -12.2946, -1.4032]], "forces_ev_per_a": [[-0.8947, 0.7652, 1.3577], [0.0241, 1.4533, -2.1372], [0.8040, -0.3036, -2.3694], [0.0541, -1.3212, 2.1391], [1.0098, -1.5842, -0.8516], [-0.6427, -1.2480, 1.4386], [0.9733, 2.2387, 0.0485], [-0.9599, -2.2065, -0.5139], [-0.7109, 0.1343, 0.6068], [-0.6920, 0.0156, 1.2268], [1.1929, 0.8147, -0.0152], [-0.8505, 0.1370, -1.0266], [0.5633, 0.5296, 0.5344], [0.2192, 0.5466, -0.5402], [0.2671, -0.0575, 0.0018], [-0.0857, 0.3597, 0.2816], [-0.0281, -0.3028, 0.3369], [0.0330, 0.0915, -0.2776], [-0.2345, 0.0214, -0.0240], [0.0733, 0.0568, -0.1259], [-0.2182, -0.2480, -0.0918], [-0.0507, 0.2789, -0.1178], [0.3713, -0.1181, 0.0885], [-0.0914, 0.0625, 0.2076], [-0.0407, 0.0049, 0.0666], [0.0553, -0.0421, 0.2758], [-0.2633, 0.2532, -0.1294], [0.1751, -0.2979, -0.2896], [0.1342, 0.1773, -0.0908], [0.0453, 0.0522, 0.0563], [0.2652, -0.2255, -0.1884], [-0.0397, 0.3145, -0.1255], [-0.1305, -0.2137, 0.2658], [-0.1649, -0.1180, -0.1305], [0.0130, -0.0321, 0.1144], [0.2601, -0.2541, -0.1096], [-0.0312, 0.2312, 0.2193], [-0.3164, -0.1397, 0.0659], [-0.0554, 0.0880, -0.2240], [0.0985, -0.0123, -0.0399], [-0.2399, -0.2259, -0.1242], [-0.0342, 0.3330, -0.1418], [0.2347, -0.2114, 0.0908], [-0.0784, 0.0519, 0.2190], [0.0351, -0.0404, 0.0120], [0.0307, 0.2826, 0.2160], [0.0827, -0.2914, 0.1541], [0.1862, 0.0427, -0.3310], [-0.2154, 0.0255, -0.0667], [-0.0578, -0.0616, 0.1051], [0.3515, -0.1059, -0.1001], [0.0110, 0.3058, 0.0287], [-0.1688, -0.2477, 0.2207], [-0.0917, 0.0042, -0.2160], [-0.0270, -0.0658, -0.0914], [0.3393, -0.0290, 0.2288], [-0.2949, 0.0795, 0.2078], [0.0322, 0.1472, -0.3263], [0.0164, 0.2089, -0.0378], [-0.0466, 0.0001, -0.0318], [-0.0621, -0.3394, -0.1064], [-0.1668, 0.1147, 0.2702], [0.0223, 0.2386, -0.2618], [0.2296, 0.0178, 0.0892], [-0.0231, -0.1456, 0.0585], [0.2452, -0.3041, -0.0500], [0.1000, 0.2929, 0.1836], [-0.3516, -0.1233, 0.1209], [-0.0514, 0.1062, -0.2026], [0.1128, -0.0055, 0.0263], [0.2656, -0.0142, 0.1548], [-0.2240, -0.3095, -0.0567], [-0.0202, 0.2068, -0.2796], [-0.1690, 0.1124, 0.1236], [-0.0459, -0.0520, -0.0541], [-0.0436, -0.3041, -0.0700], [-0.1538, 0.1293, 0.2758], [0.0384, 0.2329, -0.2611], [0.2394, 0.0045, 0.0963], [0.0499, -0.0119, 0.0524], [0.2930, -0.1592, -0.1053], [-0.0493, 0.3433, -0.1083], [-0.1193, -0.0800, 0.3193], [-0.1645, -0.1265, -0.1323], [-0.0866, -0.0691, -0.0458], [-0.3342, 0.0025, 0.0456], [0.1004, -0.0860, -0.3055], [0.2330, -0.0746, 0.2728], [0.0243, 0.2399, 0.0172], [-0.0222, 0.0185, -0.1658], [-0.2278, -0.2282, -0.0295], [-0.0348, 0.3115, -0.0990], [0.3604, -0.0875, 0.1019], [-0.1020, 0.0234, 0.2308], [-0.0307, -0.0337, 0.0105], [0.0108, -0.0511, 0.3549], [-0.2903, 0.1699, -0.1220], [0.1077, -0.2808, -0.2000], [0.1832, 0.1654, -0.0579], [0.0407, -0.0266, 0.0262], [0.1826, 0.1542, 0.2369], [-0.2943, -0.1796, 0.1053], [0.1552, -0.1028, -0.2979], [-0.1224, 0.2066, -0.0908]]}